The molecule C4H6F4NP at a distorted geometry. Source: OMol25; level of theory: ωB97M-V/def2-TZVPD.

The geometry in XYZ format:
```
16
Properties=species:S:1:pos:R:3
C 1.4154 -1.1755 0.1184
N 1.0423 0.1767 -0.1169
C 2.0895 1.2279 -0.0306
P -0.6057 0.3651 -0.2306
F -0.5604 2.0107 -0.5662
C -1.6359 -0.8773 0.2132
C -3.0374 -0.4778 0.0500
F -3.6047 -1.2025 -0.9851
F -3.2715 0.8748 -0.0780
F -3.6682 -0.8582 1.1264
H 1.6641 -1.3313 1.2567
H 0.8505 -1.9560 -0.2267
H 2.3326 -1.4268 -0.3488
H 2.9715 1.2326 -0.7791
H 1.4200 2.1449 -0.2754
H 2.5976 1.2727 0.8728
```

For the HOMO energy, the calculation gives -9.2 eV. The value obtained for the energy relative to the best compared isomer or geometry (same formula, charge and spin) is 1.008 eV. The value obtained for the gap between HOMO and LUMO is 8.62 eV. The LUMO energy comes out at -0.5606 eV.

***

A cluster of 2 separate species, C29H56Cl2O6 in total at a distorted geometry. Source: OMol25; level of theory: ωB97M-V/def2-TZVPD.

The geometry in XYZ format:
```
93
Properties=species:S:1:pos:R:3
C 8.0408 -2.5685 -1.3534
O 6.6876 -2.2503 -1.4131
C 5.9922 -2.5620 -0.2162
C 6.3894 -1.7402 0.9894
C 5.7349 -0.3737 1.0586
C 5.8746 0.4443 -0.2103
C 5.7101 1.9460 0.0341
C 4.8201 2.6085 -1.0070
C 3.3807 2.6624 -0.4934
C 2.3786 2.9834 -1.6062
C 1.2231 1.9982 -1.5275
C -0.0928 2.5137 -2.1281
C -1.0328 1.3065 -2.1886
C -2.5284 1.6436 -2.2015
C -3.3731 0.9020 -1.1630
O -4.7369 0.8810 -1.6787
C -5.5578 1.8740 -1.1484
C -6.4514 1.3841 -0.0419
Cl -6.0595 -0.0316 0.8339
C -7.5373 1.9826 0.2671
C -8.4604 1.4880 1.3092
Cl -7.9761 3.4195 -0.5798
C -2.9798 -0.5420 -0.9253
C -2.6941 -1.3414 -2.1787
C -3.4597 -2.6705 -2.2330
C -2.5296 -3.8647 -2.4269
C -3.4289 -5.1298 -2.4020
C -1.5135 -3.9585 -1.3019
O -1.9484 -0.6776 -0.0023
C -2.3301 -0.1802 1.2730
C -1.3793 -0.5675 2.3559
O -2.0418 -1.4560 3.2547
C -1.5830 -1.2232 4.5940
H 8.6354 -1.7298 -1.0122
H 8.2572 -3.4158 -0.7089
H 8.3599 -2.8000 -2.3586
H 6.1772 -3.6102 0.0061
H 4.9372 -2.4206 -0.3807
H 6.0340 -2.2820 1.8536
H 7.4603 -1.6345 1.1105
H 4.6914 -0.4705 1.3071
H 6.1933 0.1869 1.8541
H 5.0935 0.1230 -0.8809
H 6.8331 0.2679 -0.6720
H 6.6603 2.4441 0.1454
H 5.2288 2.0584 0.9935
H 4.8687 2.1015 -1.9577
H 5.1360 3.6396 -1.1074
H 3.1541 1.6836 -0.1039
H 3.2689 3.3300 0.3426
H 2.8578 2.8237 -2.5612
H 2.0093 3.9942 -1.5294
H 1.0152 1.7446 -0.4971
H 1.4427 1.0592 -2.0135
H 0.1609 2.8843 -3.1147
H -0.5055 3.2790 -1.4872
H -0.7325 0.6739 -1.3734
H -0.8075 0.8264 -3.1282
H -2.9969 1.5242 -3.1641
H -2.6249 2.6965 -1.9689
H -3.3841 1.4950 -0.2620
H -5.0283 2.7782 -0.8720
H -6.2396 2.1504 -1.9359
H -9.3296 2.1213 1.3744
H -8.7660 0.4848 1.0889
H -7.9450 1.4540 2.2552
H -3.8551 -1.0137 -0.4958
H -2.9379 -0.7826 -3.0692
H -1.6331 -1.5035 -2.2060
H -4.0855 -2.8314 -1.3690
H -4.1007 -2.6318 -3.1047
H -2.0590 -3.7565 -3.3928
H -4.3361 -4.8935 -1.8783
H -2.9044 -5.9133 -1.8821
H -3.6714 -5.4268 -3.4111
H -1.0832 -4.9361 -1.2073
H -1.9575 -3.6366 -0.3755
H -0.7257 -3.2476 -1.4781
H -3.3503 -0.4193 1.5456
H -2.2551 0.9020 1.2319
H -1.0969 0.3448 2.8677
H -0.4609 -0.9730 1.9530
H -1.7204 -2.1447 5.1337
H -0.5451 -0.9413 4.5945
H -2.1734 -0.4312 5.0304
O 1.3865 1.7078 6.3690
C 1.5294 1.5544 5.0248
C 0.5482 2.4200 4.1627
O 0.6708 2.2473 2.7999
H 1.3809 0.4957 4.6405
H 2.5400 1.8064 4.6198
H 0.7112 3.4669 4.5275
H -0.4684 2.1764 4.5843
```

For the HOMO energy, the calculation gives 1.7 eV. As for the total charge: -2. The value obtained for the gap between HOMO and LUMO is 1.75 eV. The LUMO energy comes out at 3.4309 eV.

***

A structure of composition C7H5Br at a distorted geometry. Source: OMol25; level of theory: ωB97M-V/def2-TZVPD.

The geometry in XYZ format:
```
13
Properties=species:S:1:pos:R:3
C -0.0669 1.2369 0.0405
C -1.3881 0.8202 0.0789
C 0.9551 0.3022 -0.0255
C 0.6651 -1.0534 -0.0447
C -1.6397 -0.5294 0.0544
C -3.4406 -1.2368 0.1265
C -0.6515 -1.4869 -0.0058
Br -4.5979 0.1401 -0.0237
H 0.1590 2.2906 0.0533
H -2.1828 1.5473 0.1171
H 1.9850 0.6324 -0.0574
H 1.4662 -1.7751 -0.0924
H -0.9021 -2.5337 -0.0391
```

For the HOMO energy, the calculation gives -8.8 eV. The value obtained for the energy relative to the best compared isomer or geometry (same formula, charge and spin) is 1.219 eV. The value obtained for the gap between HOMO and LUMO is 7.82 eV. The LUMO energy comes out at -0.9748 eV.

***

A cluster of 2 separate species, CH2ClNOS in total at a distorted geometry. Source: OMol25; level of theory: ωB97M-V/def2-TZVPD.

The geometry in XYZ format:
```
7
Properties=species:S:1:pos:R:3
C 0.0086 -1.0006 0.8856
N 0.2562 0.0366 -1.1609
O 0.4562 -2.0731 1.1451
S -0.4777 1.4658 -1.0571
Cl -0.3878 0.2299 1.9412
H -0.1865 -0.6210 -1.7951
H 0.3309 1.9625 0.0412
```

For the HOMO energy (spin up / spin down), the calculation gives -8.3 / -8.5 eV. The value obtained for the energy relative to the best compared isomer or geometry (same formula, charge and spin) is 3.236 eV. The value obtained for the gap between HOMO and LUMO (spin up / spin down) is 7.67 / 7.92 eV. The LUMO energy (spin up / spin down) comes out at -0.5967 / -0.5686 eV.